A structure of composition C20H35AsCl3CsGeN3O6S2, computed with ωB97M-V with the def2-TZVPD basis set.

As for the LUMO energy (spin up / spin down): 0.117 / 0.117 hartree. As for the energy above the lowest of the compared OMol25 structures with the same formula, charge and spin: 3.270 eV. As for the expectation value of S²: 0.759. The value obtained for the total energy is -215205.4271 eV. For the HOMO-LUMO gap (spin up / spin down), the calculation gives 5.339 / 5.331 eV.

Geometry as ORCA input:
```
! wB97M-V def2-TZVPD RIJCOSX def2/J DEFGRID3
* xyz -2 2
Cs -1.49 0.71 0.32
C 3.78 -1.64 1.65
N 2.77 -2.27 0.83
C 2.71 -1.66 -0.50
C 2.97 -3.70 0.75
C 1.83 -4.43 0.06
C 2.08 -5.46 -0.84
C 1.04 -6.12 -1.49
C -0.28 -5.75 -1.26
C -0.56 -4.73 -0.36
C 0.50 -4.15 0.27
H 4.80 -1.79 1.24
H 3.76 -2.06 2.66
H 3.59 -0.57 1.72
H 3.64 -1.84 -1.06
H 2.55 -0.59 -0.42
H 1.88 -2.08 -1.07
H 3.07 -4.09 1.77
H 3.91 -3.95 0.23
H 3.11 -5.72 -1.06
H 1.26 -6.91 -2.20
H -1.09 -6.23 -1.79
H -1.57 -4.41 -0.18
O -3.05 4.11 -1.23
C -2.12 3.31 -1.07
O -1.95 2.16 -1.61
C -1.02 3.66 0.03
O -1.07 4.77 0.61
O -0.19 2.72 0.26
C -0.95 -0.87 5.14
As -1.36 -1.25 3.30
C -2.59 -2.73 3.36
C 0.28 -1.86 2.56
O -2.08 0.05 2.59
H -0.62 -1.77 5.66
H -1.83 -0.44 5.61
H -0.15 -0.13 5.14
H -2.16 -3.60 3.87
H -2.84 -2.99 2.33
H -3.49 -2.40 3.86
H 0.79 -2.47 3.32
H 0.92 -1.02 2.31
H 0.15 -2.46 1.68
Cl 1.18 -0.54 -3.48
Ge 0.71 1.59 -2.06
Cl 3.10 2.16 -1.94
Cl 0.39 2.99 -3.83
O -2.85 -1.17 -0.60
S -2.46 -1.91 -1.85
C -4.01 -2.61 -2.55
C -4.37 -1.83 -3.81
C -3.02 -1.38 -4.38
C -2.30 -0.72 -3.21
H -4.74 -2.54 -1.74
H -3.82 -3.67 -2.77
H -4.96 -0.95 -3.55
H -4.95 -2.43 -4.52
H -3.11 -0.69 -5.22
H -2.46 -2.25 -4.72
H -2.76 0.22 -2.88
H -1.24 -0.56 -3.40
C 2.02 4.90 -0.19
N 2.59 3.86 0.66
C 2.07 3.53 1.84
N 1.07 4.29 2.32
S 2.74 2.25 2.78
H 2.68 5.02 -1.05
H 1.97 5.84 0.37
H 1.03 4.65 -0.54
H 3.07 3.11 0.17
H 0.34 4.59 1.65
H 0.68 3.89 3.16
*
```

***

A cluster of 5 separate species, C20H35N5 in total, computed with ωB97M-V with the def2-TZVPD basis set.

As for the LUMO energy: 0.007 hartree. As for the energy above the lowest of the compared OMol25 structures with the same formula, charge and spin: 0.539 eV. The value obtained for the total energy is -28756.9053 eV. For the HOMO-LUMO gap, the calculation gives 11.341 eV.

Geometry as ORCA input:
```
! wB97M-V def2-TZVPD RIJCOSX def2/J DEFGRID3
* xyz 0 1
C -5.30 2.65 -0.11
C -5.92 3.67 0.83
C -7.00 4.50 0.17
C -6.56 5.31 -0.96
N -6.22 5.95 -1.85
H -5.13 3.09 -1.09
H -6.00 1.83 -0.27
H -4.37 2.29 0.31
H -5.15 4.31 1.26
H -6.40 3.17 1.68
H -7.51 5.15 0.89
H -7.82 3.85 -0.17
C -1.67 1.33 -0.61
C -0.75 1.13 0.58
C 0.17 -0.09 0.42
C 1.15 0.08 -0.64
N 1.91 0.25 -1.48
H -2.31 0.48 -0.84
H -1.15 1.68 -1.51
H -2.35 2.17 -0.41
H -1.39 0.94 1.44
H -0.12 2.00 0.78
H -0.45 -0.96 0.16
H 0.68 -0.35 1.35
C 4.37 3.53 -3.06
C 3.32 2.69 -3.81
C 3.92 1.35 -4.25
C 3.13 0.68 -5.28
N 2.51 0.15 -6.09
H 5.03 2.84 -2.51
H 3.93 4.17 -2.30
H 5.03 4.06 -3.75
H 2.92 3.19 -4.69
H 2.51 2.49 -3.11
H 4.02 0.67 -3.41
H 4.93 1.54 -4.63
C 3.18 -0.90 3.85
C 2.82 -1.82 2.68
C 3.69 -3.06 2.54
C 5.10 -2.75 2.37
N 6.21 -2.48 2.26
H 2.49 -0.05 3.85
H 4.22 -0.57 3.79
H 3.04 -1.44 4.79
H 2.83 -1.26 1.74
H 1.78 -2.10 2.86
H 3.36 -3.69 1.71
H 3.56 -3.70 3.42
C -1.61 -3.84 1.38
C -0.82 -4.46 0.22
C -0.26 -5.84 0.54
C 0.72 -5.81 1.64
N 1.46 -5.80 2.52
H -1.21 -4.14 2.35
H -2.67 -4.10 1.32
H -1.61 -2.76 1.29
H 0.02 -3.82 -0.05
H -1.42 -4.61 -0.68
H 0.21 -6.30 -0.33
H -1.05 -6.50 0.93
*
```

***

A structure of composition C20H35N7STi, computed with ωB97M-V with the def2-TZVPD basis set.

As for the LUMO energy (spin up / spin down): -0.230 / -0.231 hartree. As for the energy above the lowest of the compared OMol25 structures with the same formula, charge and spin: 0.000 eV. The value obtained for the total energy is -65678.7087 eV. For the HOMO-LUMO gap (spin up / spin down), the calculation gives 5.937 / 5.706 eV.

Geometry as ORCA input:
```
! wB97M-V def2-TZVPD RIJCOSX def2/J DEFGRID3
* xyz 2 1
Ti -0.65 1.01 -0.19
C 2.53 1.03 -3.23
C 1.63 0.86 -2.06
N 0.42 1.33 -1.93
C -0.26 2.34 -2.73
C -0.28 3.60 -1.85
N -0.65 3.27 -0.44
C -1.92 3.85 0.07
C -3.08 2.89 -0.15
N -2.75 1.55 0.39
C -2.92 1.35 1.86
C -1.62 1.46 2.66
N -0.51 0.90 1.88
C 0.56 0.34 2.43
C 0.77 0.17 3.90
C 1.53 -0.03 1.46
C 2.78 -0.62 1.69
C 3.67 -0.81 0.65
C 3.32 -0.37 -0.63
C 2.08 0.20 -0.84
N 1.16 0.33 0.19
H 2.07 1.62 -4.03
H 2.79 0.06 -3.65
H 3.46 1.52 -2.93
H -1.28 1.99 -2.94
H 0.21 2.55 -3.70
H -0.96 4.35 -2.26
H 0.72 4.03 -1.85
H 0.09 3.63 0.15
H -2.13 4.81 -0.40
H -1.79 4.03 1.13
H -3.27 2.77 -1.22
H -3.99 3.29 0.30
H -3.37 0.88 -0.06
H -3.33 0.35 1.98
H -3.66 2.05 2.25
H -1.78 0.95 3.61
H -1.39 2.50 2.89
H 0.15 0.84 4.49
H 1.81 0.38 4.16
H 0.55 -0.85 4.21
H 3.06 -0.90 2.70
H 4.64 -1.25 0.83
H 4.02 -0.44 -1.45
C -0.45 -4.66 0.62
N -0.70 -3.22 0.64
C -1.48 -2.78 1.80
C -0.58 -2.46 -0.46
S -1.72 -1.17 -0.73
N 0.36 -2.76 -1.36
C 0.27 -2.38 -2.76
C 1.59 -3.46 -1.03
H -1.32 -5.15 1.06
H 0.43 -4.93 1.21
H -0.34 -5.02 -0.40
H -1.09 -3.31 2.66
H -2.53 -3.02 1.67
H -1.36 -1.71 1.94
H -0.67 -1.86 -2.96
H 0.32 -3.27 -3.38
H 1.10 -1.73 -3.02
H 1.78 -3.42 0.04
H 2.41 -2.95 -1.53
H 1.58 -4.50 -1.36
*
```

***

A structure of composition C20H35NO4Pd, computed with ωB97M-V with the def2-TZVPD basis set.

As for the LUMO energy (spin up / spin down): -0.010 / -0.010 hartree. The value obtained for the total energy is -34464.1504 eV. For the HOMO-LUMO gap (spin up / spin down), the calculation gives 5.645 / 5.643 eV.

Geometry as ORCA input:
```
! wB97M-V def2-TZVPD RIJCOSX def2/J DEFGRID3
* xyz 0 1
Pd -0.27 0.94 0.84
C 1.16 3.92 -1.39
O 0.69 3.39 -0.17
C -0.24 4.19 0.50
C -1.67 3.99 0.00
O -2.05 2.68 0.34
C -3.34 2.31 -0.07
C -3.53 0.87 0.41
O -2.54 0.01 -0.11
C -2.85 -0.56 -1.36
H 1.43 4.97 -1.27
H 0.43 3.82 -2.20
H 2.05 3.34 -1.65
H 0.03 5.26 0.42
H -0.20 3.88 1.55
H -1.73 4.13 -1.10
H -2.35 4.71 0.48
H -3.44 2.38 -1.17
H -4.10 2.96 0.39
H -4.53 0.50 0.16
H -3.38 0.86 1.50
H -3.77 -1.14 -1.29
H -2.02 -1.21 -1.61
H -2.96 0.20 -2.15
C 1.44 0.34 -3.32
C 1.38 -0.79 -2.34
C 2.07 -1.97 -2.60
C 2.03 -3.03 -1.69
C 2.76 -4.31 -1.97
C 1.33 -2.90 -0.51
C 0.63 -1.71 -0.17
C 0.65 -0.68 -1.17
N -0.05 -1.40 0.92
C -0.25 -2.10 2.16
C 0.11 -1.11 3.28
C -1.76 -2.40 2.23
C 0.52 -3.41 2.40
H 1.49 -0.03 -4.34
H 2.34 0.92 -3.13
H 0.58 1.00 -3.22
H 2.63 -2.08 -3.52
H 3.29 -4.25 -2.92
H 2.06 -5.14 -2.01
H 3.48 -4.52 -1.19
H 1.32 -3.75 0.16
H 0.07 0.24 -0.96
H -0.44 -0.17 3.13
H 1.18 -0.89 3.27
H -0.15 -1.51 4.26
H -2.30 -1.48 2.00
H -2.05 -2.76 3.21
H -2.02 -3.14 1.48
H 1.58 -3.27 2.24
H 0.14 -4.20 1.76
H 0.37 -3.71 3.43
C 2.72 1.11 1.02
C 1.48 1.51 1.80
O 1.51 2.15 2.83
H 3.65 1.43 1.51
H 2.65 1.57 0.03
H 2.72 0.03 0.89
*
```

***

A structure of composition C20H36AsN4O6RuS4SbSi, computed with ωB97M-V with the def2-TZVPD basis set.

As for the LUMO energy (spin up / spin down): 0.159 / 0.159 hartree. As for the energy above the lowest of the compared OMol25 structures with the same formula, charge and spin: 0.000 eV. As for the expectation value of S²: 6.029. The value obtained for the total energy is -160749.2958 eV. For the HOMO-LUMO gap (spin up / spin down), the calculation gives 5.656 / 6.984 eV.

Geometry as ORCA input:
```
! wB97M-V def2-TZVPD RIJCOSX def2/J DEFGRID3
* xyz -2 5
Ru -0.79 -0.98 -0.26
O 3.04 -0.88 -3.17
As 1.29 -0.99 -3.45
O 1.07 -2.14 -4.57
O 0.58 -1.16 -1.93
C 0.98 0.82 -4.11
C 1.82 1.13 -5.17
C 1.80 2.41 -5.71
C 0.90 3.35 -5.26
C -0.06 2.97 -4.30
C -0.06 1.70 -3.74
S -1.49 1.22 -2.66
O -2.05 0.00 -3.21
O -2.33 2.37 -2.75
O -0.92 1.07 -1.31
H 3.47 -1.61 -3.57
H 2.58 0.40 -5.45
H 2.47 2.60 -6.56
H 0.96 4.38 -5.60
H -0.87 3.64 -4.04
S -5.20 -3.35 3.92
Sb -4.25 -4.41 2.11
S -1.97 -3.22 2.20
S -1.01 -3.10 0.38
C 0.74 -1.02 2.97
Si 1.21 -0.79 1.13
C 1.89 1.02 0.93
C 2.17 1.42 -0.54
C 0.76 1.90 1.52
C 3.17 1.23 1.74
C 2.61 -2.18 0.74
C 3.72 -1.64 -0.17
C 2.01 -3.40 0.06
C 3.21 -2.61 2.11
H 1.58 -0.77 3.65
H 0.39 -2.04 3.19
H -0.15 -0.41 3.18
H 1.26 1.31 -1.08
H 2.98 0.77 -0.93
H 2.51 2.44 -0.49
H -0.15 1.78 0.95
H 1.04 2.97 1.52
H 0.65 1.64 2.56
H 3.97 0.64 1.33
H 3.00 1.00 2.80
H 3.39 2.30 1.69
H 3.28 -1.34 -1.09
H 4.40 -2.49 -0.39
H 4.31 -0.86 0.30
H 1.51 -3.11 -0.88
H 1.27 -3.84 0.72
H 2.80 -4.10 -0.15
H 3.55 -1.72 2.60
H 4.06 -3.28 1.99
H 2.48 -3.08 2.80
N -3.46 -0.56 3.69
C -3.62 0.73 3.22
C -4.58 1.54 3.83
C -4.66 2.85 3.49
C -3.88 3.35 2.45
C -2.92 2.49 1.89
N -2.81 1.20 2.24
H -4.26 -1.11 3.98
H -2.85 -1.10 3.12
H -5.18 1.09 4.63
H -5.40 3.47 4.01
H -3.91 4.35 2.07
H -2.24 2.84 1.11
N -3.55 -2.06 -1.51
N -3.12 -1.03 -0.59
H -3.03 -2.90 -1.21
H -3.10 -1.77 -2.40
H -3.56 -1.22 0.30
H -3.43 -0.12 -0.89
*
```

***

A cluster of 7 separate species, C20H36BN2O29S6 in total, computed with ωB97M-V with the def2-TZVPD basis set.

As for the LUMO energy: -0.135 hartree. The value obtained for the total energy is -149357.0316 eV. For the HOMO-LUMO gap, the calculation gives 8.656 eV.

Geometry as ORCA input:
```
! wB97M-V def2-TZVPD RIJCOSX def2/J DEFGRID3
* xyz 1 1
O 4.77 0.24 0.45
C 3.63 0.07 0.72
O 3.15 -0.96 1.52
C 2.53 1.07 0.19
C 1.65 0.44 -0.95
C 0.16 0.83 -0.81
C -0.35 1.98 -0.13
N -1.63 2.35 0.03
O -1.96 3.46 0.72
N -2.61 1.65 -0.48
C -2.24 0.55 -1.12
C -0.92 -0.01 -1.39
C -0.63 -1.31 -2.12
B -0.63 -2.46 -0.96
O 0.36 -2.31 0.05
O -1.55 -3.51 -0.91
H 2.82 -1.70 0.97
H 2.98 2.03 -0.15
H 1.89 1.30 1.09
H 1.73 -0.68 -0.94
H 2.04 0.76 -1.95
H 0.41 2.64 0.34
H -1.50 3.42 1.60
H -3.09 -0.05 -1.53
H -1.41 -1.56 -2.88
H 0.33 -1.30 -2.69
H -0.12 -1.91 0.80
H -1.95 -3.45 -0.02
C 3.42 -6.44 -1.50
C 3.86 -5.70 -2.75
O 3.24 -4.42 -2.65
S 3.12 -4.00 -1.10
O 4.21 -3.14 -0.78
O 1.77 -3.64 -0.82
O 3.42 -5.45 -0.46
H 2.41 -6.83 -1.60
H 4.10 -7.26 -1.25
H 3.55 -6.21 -3.66
H 4.94 -5.56 -2.76
C -1.59 -1.90 5.26
C -2.74 -0.96 4.97
O -2.18 0.06 4.13
S -1.02 -0.58 3.22
O -1.58 -0.89 1.94
O 0.15 0.19 3.38
O -0.85 -1.96 4.03
H -0.93 -1.50 6.04
H -1.93 -2.89 5.55
H -3.16 -0.52 5.88
H -3.53 -1.46 4.41
C -7.36 -0.24 -2.62
C -7.24 -1.13 -3.84
O -5.98 -0.78 -4.42
S -4.96 -0.35 -3.26
O -4.14 -1.48 -2.94
O -4.41 0.92 -3.58
O -6.04 -0.17 -2.08
H -7.67 0.77 -2.90
H -8.06 -0.64 -1.89
H -8.05 -0.98 -4.55
H -7.20 -2.19 -3.56
C 9.61 -5.33 -1.69
C 8.32 -4.65 -1.30
O 7.73 -4.25 -2.54
S 8.12 -5.32 -3.68
O 7.03 -6.24 -3.82
O 8.67 -4.63 -4.79
O 9.30 -6.06 -2.88
H 10.39 -4.60 -1.93
H 9.98 -6.00 -0.92
H 8.48 -3.78 -0.66
H 7.64 -5.34 -0.81
C -2.41 4.90 6.29
C -3.54 4.65 5.31
O -3.05 5.15 4.06
S -1.45 4.94 4.00
O -1.19 3.74 3.26
O -0.85 6.18 3.67
O -1.21 4.64 5.56
H -2.39 5.94 6.62
H -2.47 4.25 7.17
H -4.46 5.16 5.60
H -3.73 3.58 5.20
C -1.50 6.29 -1.11
C -2.98 6.52 -0.89
O -3.14 7.93 -0.97
S -2.06 8.54 -2.00
O -2.69 8.72 -3.26
O -1.35 9.58 -1.35
O -1.11 7.24 -2.10
H -0.93 6.49 -0.20
H -1.28 5.28 -1.45
H -3.32 6.14 0.07
H -3.57 6.07 -1.70
*
```